{
  "formula": "C3H2O2Pd",
  "method": "ωB97M-V/def2-TZVPD",
  "relative_energy_kcal_mol": 9.6,
  "multiplicity": 4,
  "molar_mass_da": 176.47,
  "total_energy_ha": -393.266006,
  "e_homo_ev": [-12.45, -16.88],
  "charge": 1,
  "s_squared": 3.76,
  "species": ["O", "O", "C", "C", "C", "H", "Pd", "H"],
  "positions_angstrom": [[0.37, 1.33, -0.06], [0.44, -0.86, 0.02], [-0.91, 1.03, -0.05], [-0.94, -0.45, 0.04], [1.22, 0.23, 0.01], [-1.45, -0.81, 0.95], [2.75, 0.23, 0.02], [-1.48, -0.70, -0.92]],
  "lowdin_charge": [0.0305, 0.0169, 0.1394, -0.1090, -0.6030, 0.1491, 1.2135, 0.1626]
}

{
  "formula": "C3H2O3",
  "method": "ωB97M-V/def2-TZVPD",
  "relative_energy_kcal_mol": 41.8,
  "molar_mass_da": 86.05,
  "total_energy_ha": -341.170217,
  "e_homo_ev": -9.02,
  "species": ["O", "C", "C", "O", "C", "O", "H", "H"],
  "positions_angstrom": [[2.19, 1.83, -0.40], [1.07, 1.76, -0.20], [0.20, -1.31, 0.38], [1.14, -1.80, 0.88], [-0.84, -0.74, -0.19], [-1.51, 0.29, 0.43], [-1.04, 1.11, 0.22], [-1.21, -1.14, -1.13]],
  "lowdin_charge": [0.0813, 0.0607, -0.1633, 0.1687, -0.2285, -0.0555, 0.0212, 0.1155]
}

{
  "formula": "C3H2O3",
  "method": "ωB97M-V/def2-TZVPD",
  "relative_energy_kcal_mol": 62.7,
  "molar_mass_da": 86.05,
  "total_energy_ha": -341.136906,
  "e_homo_ev": -10.17,
  "species": ["O", "C", "O", "C", "C", "O", "H", "H"],
  "positions_angstrom": [[-0.82, -2.02, -1.09], [-0.45, -1.06, -0.51], [-1.09, -0.51, 0.62], [-0.37, 0.43, 1.22], [0.64, 0.72, 0.20], [0.63, -0.30, -0.77], [-0.14, 1.54, 0.02], [1.61, 1.20, 0.31]],
  "lowdin_charge": [0.1980, -0.5147, 0.0505, 0.0412, -0.1692, 0.0908, 0.1591, 0.1444]
}

{
  "formula": "C3H2O3",
  "method": "ωB97M-V/def2-TZVPD",
  "relative_energy_kcal_mol": 41.1,
  "molar_mass_da": 86.05,
  "total_energy_ha": -341.171368,
  "e_homo_ev": -9.60,
  "smiles": "O=C=COC=O",
  "species": ["O", "C", "C", "O", "C", "O", "H", "H"],
  "positions_angstrom": [[-1.77, -0.24, 1.57], [-0.65, -0.05, 1.21], [0.18, 0.40, -1.38], [-0.39, 1.14, -2.08], [0.80, -0.41, -0.53], [0.05, -0.99, 0.49], [-0.06, 0.86, 1.39], [1.83, -0.71, -0.67]],
  "lowdin_charge": [0.1221, -0.3370, -0.1322, 0.2037, -0.1256, -0.0090, 0.1543, 0.1236]
}

{
  "formula": "C3H2O3",
  "method": "ωB97M-V/def2-TZVPD",
  "relative_energy_kcal_mol": 18.0,
  "molar_mass_da": 86.05,
  "total_energy_ha": -341.208131,
  "e_homo_ev": -10.09,
  "smiles": "O=C=CC(=O)O",
  "species": ["C", "C", "C", "O", "O", "O", "H", "H"],
  "positions_angstrom": [[0.15, -1.16, 1.06], [-0.07, -0.93, -0.18], [-0.04, 0.48, -0.66], [-0.23, 0.74, -1.78], [0.48, -1.44, 2.14], [0.31, 1.40, 0.25], [-0.54, -1.39, -0.94], [-0.06, 2.30, 0.12]],
  "lowdin_charge": [-0.1545, 0.0298, -0.5745, 0.1444, 0.2257, 0.0993, 0.0889, 0.1409]
}

{
  "formula": "C3H2O3P",
  "method": "ωB97M-V/def2-TZVPD",
  "relative_energy_kcal_mol": 22.1,
  "molar_mass_da": 117.02,
  "total_energy_ha": -682.598900,
  "e_homo_ev": -3.43,
  "smiles": "O=C=CC(=O)P[O-]",
  "charge": -1,
  "species": ["C", "C", "C", "O", "O", "O", "P", "H", "H"],
  "positions_angstrom": [[0.61, -0.17, 0.58], [0.79, -0.37, 1.84], [-0.76, -0.22, 0.01], [0.86, -0.69, 2.99], [-1.82, -0.40, 0.52], [0.79, 1.18, -1.78], [-0.66, 0.81, -1.58], [1.25, 0.31, -0.33], [-1.05, -0.45, -2.25]],
  "lowdin_charge": [-0.1279, -0.2067, -0.6594, 0.0928, -0.0514, -0.6544, 0.5923, 0.1065, -0.0918]
}

{
  "formula": "C3H2O3P",
  "method": "ωB97M-V/def2-TZVPD",
  "relative_energy_kcal_mol": 11.5,
  "molar_mass_da": 117.02,
  "total_energy_ha": -682.615763,
  "e_homo_ev": -3.06,
  "smiles": "O=C=CC(=O)P[O-]",
  "charge": -1,
  "species": ["C", "C", "C", "O", "O", "O", "P", "H", "H"],
  "positions_angstrom": [[-0.75, -0.44, 0.33], [-2.01, -0.52, 0.10], [0.11, 0.75, 0.03], [-3.16, -0.52, -0.14], [-0.32, 1.86, -0.19], [2.29, -1.04, 0.27], [1.97, 0.42, 0.18], [-0.13, -1.27, 0.64], [2.01, 0.75, -1.22]],
  "lowdin_charge": [-0.0918, -0.2010, -0.6438, 0.1296, -0.0693, -0.6701, 0.5491, 0.0832, -0.0859]
}

{
  "formula": "C3H2O3Tb",
  "method": "ωB97M-V/def2-TZVPD",
  "relative_energy_kcal_mol": 0.0,
  "multiplicity": 7,
  "molar_mass_da": 244.97,
  "total_energy_ha": -1165.414039,
  "e_homo_ev": [-11.54, -11.59],
  "charge": 1,
  "s_squared": 12.77,
  "species": ["O", "C", "C", "O", "O", "C", "Tb", "H", "H"],
  "positions_angstrom": [[0.44, -1.12, -1.57], [-1.18, 0.10, 3.35], [1.57, -0.41, -1.80], [-1.29, -0.11, 2.24], [0.95, 1.24, -0.24], [1.83, 0.74, -1.13], [-0.73, -0.05, -0.17], [2.27, -0.79, -2.56], [2.75, 1.31, -1.33]],
  "lowdin_charge": [-0.3575, 0.1771, -0.2900, -0.1097, -0.3513, -0.2878, 1.9708, 0.1245, 0.1239]
}

{
  "formula": "C3H2O4",
  "method": "ωB97M-V/def2-TZVPD",
  "relative_energy_kcal_mol": 35.0,
  "molar_mass_da": 102.05,
  "total_energy_ha": -416.428956,
  "e_homo_ev": -9.45,
  "smiles": "O=C=CO.O=C=O",
  "species": ["C", "C", "C", "O", "O", "O", "O", "H", "H"],
  "positions_angstrom": [[1.76, 0.36, -0.76], [-1.00, 1.88, -0.94], [0.73, -0.28, -0.42], [2.68, 0.81, -1.31], [-0.99, 2.42, 0.07], [-0.92, 1.44, -1.99], [0.22, -0.48, 0.89], [0.41, -1.15, -1.07], [-0.61, 0.08, 1.08]],
  "lowdin_charge": [-0.1849, -0.4760, -0.2126, 0.1980, 0.2237, 0.2274, -0.0598, 0.1657, 0.1185]
}

{
  "formula": "C3H2OS",
  "method": "ωB97M-V/def2-TZVPD",
  "relative_energy_kcal_mol": 19.3,
  "molar_mass_da": 86.12,
  "total_energy_ha": -588.852009,
  "e_homo_ev": -9.04,
  "smiles": "C#CC(O)=S",
  "species": ["C", "C", "C", "H", "H", "O", "S"],
  "positions_angstrom": [[0.55, 0.34, -0.10], [-0.63, -0.32, -0.17], [-1.74, -0.78, -0.12], [2.27, 0.47, 0.69], [-2.65, -1.33, -0.10], [1.58, -0.24, 0.52], [0.63, 1.86, -0.73]],
  "lowdin_charge": [-0.9296, -0.1877, 0.1865, 0.1323, 0.0466, 0.0149, 0.7369]
}

{
  "formula": "C3H2OS",
  "method": "ωB97M-V/def2-TZVPD",
  "relative_energy_kcal_mol": 113.8,
  "molar_mass_da": 86.11,
  "total_energy_ha": -588.701409,
  "e_homo_ev": [-9.15, -9.09],
  "smiles": "C1=CC=1.O=S",
  "species": ["C", "C", "C", "O", "S", "H", "H"],
  "positions_angstrom": [[1.13, -0.60, -0.59], [0.06, -1.24, -0.04], [1.20, -2.02, -0.36], [-1.72, 2.83, 0.55], [-1.26, 1.58, 1.15], [1.44, 0.33, -1.01], [-0.85, -0.87, 0.30]],
  "lowdin_charge": [-0.0817, -0.1273, 0.0250, -0.6597, 0.7580, 0.0876, -0.0017]
}

{
  "formula": "C3H2OS",
  "method": "ωB97M-V/def2-TZVPD",
  "relative_energy_kcal_mol": 27.9,
  "molar_mass_da": 86.12,
  "total_energy_ha": -588.838367,
  "e_homo_ev": -9.08,
  "smiles": "C#CC(O)=S",
  "species": ["C", "C", "C", "H", "H", "O", "S"],
  "positions_angstrom": [[0.10, 0.17, -0.05], [-1.18, -0.48, -0.12], [-2.32, -0.54, 0.04], [-1.01, 1.75, -0.10], [-3.29, -0.95, 0.26], [-0.05, 1.48, 0.04], [1.57, -0.47, 0.02]],
  "lowdin_charge": [-0.9573, -0.1329, 0.1360, 0.1494, 0.0569, -0.0119, 0.7597]
}